ORCA calculation (the ωB97M-V functional and the def2-TZVPD basis) on a cluster of 4 separate species, C24H17BF2N3O19 in total at a distorted geometry.

Atoms and positions in Å:
1 N 1.845 2.310 -0.744
2 C 1.447 1.673 -1.611
3 O 1.057 0.694 -2.511
4 N 1.262 -0.512 -1.839
5 C 0.477 -1.619 -2.402
6 C -1.025 -1.279 -2.700
7 B -1.820 -0.631 -1.463
8 O -2.785 -1.382 -0.727
9 O -1.536 0.728 -1.161
10 C 1.131 -2.036 -3.822
11 O 2.306 -1.748 -4.109
12 O 0.365 -2.712 -4.620
13 N 0.578 -2.770 -1.444
14 C 1.386 -3.878 -1.933
15 O 0.836 -4.816 -2.401
16 F 2.758 -3.900 -1.930
17 C 0.972 -2.352 -0.129
18 O 2.083 -2.322 0.290
19 F -0.026 -1.989 0.782
20 H 2.271 -0.727 -1.857
21 H -1.534 -2.237 -3.006
22 H -1.066 -0.588 -3.578
23 H -2.529 -1.312 0.213
24 H -1.965 0.901 -0.302
25 C -2.943 2.152 -6.525
26 C -2.587 3.163 -7.321
27 C -1.439 4.057 -6.983
28 O -1.138 4.956 -7.750
29 C -0.726 3.815 -5.732
30 C -1.082 2.804 -4.929
31 C -2.214 1.892 -5.282
32 O -2.499 0.976 -4.538
33 O -0.436 2.570 -3.774
34 O -3.246 3.423 -8.471
35 H -3.771 1.497 -6.761
36 H 0.091 4.480 -5.491
37 H -0.879 1.790 -3.379
38 H -2.794 4.197 -8.859
39 C 4.872 1.064 2.941
40 C 3.843 1.123 2.084
41 C 2.432 0.918 2.548
42 O 1.519 0.995 1.754
43 C 2.214 0.622 3.967
44 C 3.243 0.561 4.814
45 C 4.646 0.792 4.356
46 O 5.554 0.744 5.171
47 O 3.066 0.288 6.125
48 O 4.039 1.370 0.777
49 H 5.894 1.211 2.622
50 H 1.194 0.459 4.288
51 H 3.960 0.303 6.516
52 H 3.150 1.372 0.356
53 C -1.445 -2.612 6.317
54 C -1.366 -2.407 4.998
55 C -2.086 -1.274 4.341
56 O -1.972 -1.113 3.142
57 C -2.907 -0.402 5.181
58 C -2.987 -0.609 6.498
59 C -2.247 -1.726 7.159
60 O -2.334 -1.868 8.366
61 O -3.740 0.179 7.292
62 O -0.636 -3.210 4.203
63 H -0.928 -3.426 6.805
64 H -3.437 0.404 4.691
65 H -3.627 -0.178 8.194
66 H -0.739 -2.852 3.298

Total charge: -1
HOMO-LUMO gap in eV: 5.0
Multiplicity: 1
Highest occupied orbital energy in eV: -5.222